# 1
This record from the Open Molecules 2025 dataset describes C5H9NO as an isolated structure in a non-equilibrium geometry. The level of theory is wB97M-V/def2-TZVPD.

Positions of all 16 atoms, in Å:
C: 0.79 0.26 -0.46
C: -0.19 0.92 0.56
C: -1.53 0.60 -0.12
C: 0.12 -0.94 -0.18
C: -0.07 -0.59 1.17
H: 2.64 -0.78 -0.46
H: 2.42 1.36 -0.75
H: 0.31 0.53 -1.41
H: -0.33 1.99 0.82
H: -2.42 0.85 0.68
H: -2.01 1.20 -0.93
H: 0.18 -1.98 -0.42
H: -1.21 -0.87 1.38
H: 0.64 -0.81 2.06
N: 2.11 0.25 -0.08
O: -1.21 -0.59 -0.78

For the energy above the lowest of the compared OMol25 structures with the same formula, charge and spin, the calculation gives 7.6459 eV. The molar mass is 99.13 g mol⁻¹. The HOMO energy comes out at -0.3247 Eh. Its spin multiplicity is 1. The HOMO-LUMO gap comes out at 9.41 eV.

***

# 2
This record from the Open Molecules 2025 dataset describes C43H32BrN2O4PtS2Te as an isolated structure in a non-equilibrium geometry. The level of theory is wB97M-V/def2-TZVPD.

Positions of all 86 atoms, in Å:
Pt: -0.26 1.44 0.93
S: 0.13 1.20 3.31
C: -1.28 2.11 3.29
N: -1.65 2.43 2.03
C: -3.03 2.67 1.89
C: -3.79 2.60 0.69
C: -5.18 2.50 0.73
C: -5.86 2.61 1.97
C: -5.09 2.55 3.19
C: -3.72 2.63 3.17
S: -2.59 2.36 4.50
H: -3.20 2.54 -0.27
H: -5.80 2.48 -0.10
H: -6.88 2.45 2.15
H: -5.57 2.74 4.16
C: -2.68 -2.43 -4.33
C: -2.30 -1.56 -3.13
C: -2.32 -2.32 -1.91
C: -1.85 -1.79 -0.73
C: -1.17 -2.75 0.29
O: -0.48 -3.65 -0.21
C: -1.16 -2.63 1.75
C: -0.17 -3.32 2.44
C: -0.04 -3.14 3.81
C: -0.80 -2.17 4.47
C: -1.74 -1.46 3.79
C: -1.97 -1.68 2.42
C: -1.76 -0.37 -0.72
O: -1.89 0.31 0.38
C: -1.61 0.42 -1.98
C: -1.98 -0.20 -3.21
C: -1.03 1.75 -1.85
N: -0.25 2.20 -0.86
C: 0.67 3.35 -1.05
C: 2.05 2.81 -1.11
Te: 2.31 1.48 0.63
C: 2.89 -0.11 -0.72
C: 2.42 -1.42 -0.35
C: 2.60 -2.50 -1.29
C: 3.25 -2.36 -2.49
C: 3.81 -1.12 -2.80
C: 3.60 -0.05 -1.95
C: -1.49 2.72 -2.83
C: -1.46 2.61 -4.21
C: -2.02 3.63 -5.00
C: -2.69 4.70 -4.44
C: -2.71 4.88 -3.09
C: -2.18 3.88 -2.25
H: -3.41 -1.89 -4.99
H: -3.20 -3.36 -4.00
H: -1.85 -2.62 -4.97
H: -2.74 -3.31 -1.96
H: 0.35 -4.09 1.84
H: 0.64 -3.75 4.41
H: -0.58 -1.95 5.49
H: -2.19 -0.57 4.23
H: -2.68 -1.12 1.79
H: -2.02 0.26 -4.23
H: 0.50 4.01 -0.21
H: 0.37 3.81 -2.00
H: 2.87 3.56 -1.10
H: 2.20 2.13 -1.97
H: 2.01 -1.67 0.65
H: 2.06 -3.45 -1.07
H: 3.26 -3.21 -3.12
H: 4.33 -0.98 -3.76
H: 3.99 0.96 -2.27
H: -0.91 1.79 -4.65
H: -2.04 3.57 -6.07
H: -3.34 5.42 -5.03
H: -3.29 5.66 -2.64
H: -2.26 4.03 -1.16
Br: 6.01 -1.04 5.14
C: 5.75 -2.26 3.76
C: 6.72 -3.28 3.57
C: 6.79 -3.91 2.32
C: 5.88 -3.60 1.31
C: 4.88 -2.64 1.54
C: 4.76 -2.00 2.77
C: 3.50 -1.19 3.15
O: 2.96 -1.64 4.19
O: 3.20 -0.14 2.44
H: 7.49 -3.54 4.32
H: 7.65 -4.60 2.11
H: 6.14 -3.94 0.30
H: 4.13 -2.49 0.78

For the energy above the lowest of the compared OMol25 structures with the same formula, charge and spin, the calculation gives 3.3483 eV. The molar mass is 1107.45 g mol⁻¹. The net charge is -1. The HOMO energy (alpha / beta) comes out at -0.1005 / -0.1851 Eh. Its spin multiplicity is 3. The HOMO-LUMO gap (alpha / beta) comes out at 4.73 / 5.58 eV.

***

# 3
This record from the Open Molecules 2025 dataset describes a 2-piece molecular cluster, C12H10 overall in a non-equilibrium geometry. The level of theory is wB97M-V/def2-TZVPD.

Positions of all 22 atoms, in Å:
C: 5.46 -1.66 0.03
C: 4.56 -0.88 -0.12
C: 3.52 0.02 -0.30
C: 2.63 0.80 -0.45
C: 1.59 1.71 -0.63
C: 0.68 2.50 -0.79
C: 0.10 0.82 1.35
C: -0.90 0.88 0.47
C: -1.98 -0.11 0.35
C: -2.52 -0.72 1.42
C: -2.47 -0.37 -1.03
C: -2.89 -1.55 -1.48
H: 6.27 -2.35 0.18
H: -0.09 3.17 -0.93
H: 0.87 1.61 1.44
H: 0.18 -0.02 2.05
H: -0.94 1.69 -0.23
H: -2.17 -0.50 2.42
H: -3.34 -1.43 1.32
H: -2.46 0.49 -1.70
H: -3.25 -1.66 -2.51
H: -2.87 -2.44 -0.86

For the energy above the lowest of the compared OMol25 structures with the same formula, charge and spin, the calculation gives 8.0211 eV. The molar mass is 154.21 g mol⁻¹. The structure (SMILES) is C=CC(=C)C=C.C#CC#CC#C. The HOMO energy comes out at -0.3197 Eh. Its spin multiplicity is 1. The HOMO-LUMO gap comes out at 8.95 eV.

***

# 4
This record from the Open Molecules 2025 dataset describes a 7-piece molecular cluster, C31H59N2O22S overall in a non-equilibrium geometry. The level of theory is wB97M-V/def2-TZVPD.

Positions of all 115 atoms, in Å:
C: -4.09 -2.53 -1.47
C: -3.85 -3.19 -0.34
C: -3.55 -4.65 -0.35
O: -4.18 -5.40 0.34
O: -2.57 -5.03 -1.17
C: -2.34 -6.45 -1.30
C: -1.15 -6.59 -2.22
C: 0.18 -6.39 -1.48
C: 1.13 -5.45 -2.21
C: 2.13 -4.75 -1.26
C: 2.40 -3.29 -1.62
N: 1.47 -2.38 -0.81
S: -0.15 -2.34 -1.58
N: 2.08 -1.12 -0.51
C: 1.99 -0.13 -1.61
C: 0.95 0.95 -1.67
O: 2.81 -0.26 -2.47
C: 1.85 -0.67 0.86
C: 2.72 -1.33 1.89
O: 1.02 0.13 1.15
H: -3.61 -2.80 -2.41
H: -4.79 -1.70 -1.49
H: -3.87 -2.72 0.63
H: -3.23 -6.93 -1.70
H: -2.12 -6.88 -0.32
H: -1.19 -7.59 -2.66
H: -1.25 -5.87 -3.04
H: 0.65 -7.35 -1.28
H: -0.05 -5.95 -0.50
H: 0.55 -4.69 -2.74
H: 1.73 -6.00 -2.93
H: 1.78 -4.79 -0.22
H: 3.09 -5.26 -1.31
H: 3.39 -2.97 -1.33
H: 2.24 -3.07 -2.68
H: 1.35 -2.85 0.09
H: -0.85 -1.89 -0.52
H: 1.35 1.90 -1.33
H: 0.07 0.71 -1.07
H: 0.64 1.02 -2.71
H: 3.56 -1.86 1.44
H: 2.11 -2.10 2.38
H: 3.06 -0.60 2.62
C: 8.85 0.07 2.32
O: 8.25 0.99 1.39
C: 6.95 0.81 1.19
O: 6.26 -0.03 1.72
O: 6.53 1.72 0.32
C: 5.13 1.64 0.04
H: 9.90 0.35 2.36
H: 8.39 0.18 3.30
H: 8.75 -0.95 1.97
H: 4.55 1.81 0.94
H: 4.89 0.66 -0.39
H: 4.90 2.41 -0.68
C: -5.74 -5.46 2.75
O: -6.15 -5.19 4.10
C: -7.12 -4.28 4.21
O: -7.64 -3.70 3.29
O: -7.38 -4.12 5.50
C: -8.40 -3.14 5.78
H: -4.95 -6.21 2.82
H: -6.57 -5.86 2.17
H: -5.35 -4.56 2.29
H: -9.34 -3.43 5.32
H: -8.09 -2.16 5.42
H: -8.50 -3.13 6.86
C: -5.45 1.58 -4.81
O: -4.80 0.35 -4.45
C: -3.59 0.20 -4.97
O: -3.01 0.97 -5.68
O: -3.11 -0.98 -4.56
C: -1.80 -1.28 -5.07
H: -6.42 1.56 -4.31
H: -4.87 2.44 -4.46
H: -5.59 1.64 -5.89
H: -1.09 -0.53 -4.73
H: -1.80 -1.33 -6.15
H: -1.54 -2.25 -4.65
C: -3.48 -3.77 4.97
O: -2.76 -3.87 6.20
C: -3.26 -3.11 7.18
O: -4.21 -2.38 7.09
O: -2.51 -3.30 8.27
C: -2.94 -2.54 9.41
H: -2.98 -4.43 4.27
H: -4.51 -4.10 5.09
H: -3.45 -2.75 4.59
H: -3.95 -2.81 9.69
H: -2.89 -1.47 9.20
H: -2.25 -2.79 10.21
C: 2.57 7.32 0.41
O: 3.10 7.41 -0.92
C: 3.58 6.27 -1.41
O: 3.60 5.21 -0.84
O: 4.05 6.51 -2.63
C: 4.62 5.38 -3.29
H: 2.22 8.31 0.66
H: 1.73 6.62 0.44
H: 3.34 7.01 1.11
H: 3.87 4.60 -3.42
H: 5.47 4.99 -2.73
H: 4.95 5.74 -4.26
C: 2.30 14.01 -3.03
O: 3.36 13.16 -2.58
C: 3.14 11.86 -2.80
O: 2.16 11.39 -3.32
O: 4.18 11.18 -2.34
C: 4.08 9.76 -2.51
H: 2.62 15.02 -2.79
H: 2.16 13.91 -4.11
H: 1.37 13.78 -2.52
H: 4.02 9.51 -3.57
H: 3.21 9.37 -1.99
H: 4.99 9.33 -2.09

The molar mass is 843.87 g mol⁻¹. The net charge is +1. The HOMO energy comes out at -0.4334 Eh. Its spin multiplicity is 1. The HOMO-LUMO gap comes out at 7.74 eV.

***

# 5
This record from the Open Molecules 2025 dataset describes a 4-piece molecular cluster, C2H14N2O3 overall in a non-equilibrium geometry. The level of theory is wB97M-V/def2-TZVPD.

Positions of all 21 atoms, in Å:
C: -0.32 -1.32 1.82
N: -1.28 -0.46 1.05
C: -1.14 -0.73 -0.40
N: -2.12 0.27 -1.00
H: -0.91 -1.83 2.57
H: 0.15 -2.18 1.27
H: 0.37 -0.78 2.47
H: -2.24 -0.79 1.37
H: -1.46 -1.65 -0.87
H: -0.11 -0.57 -0.71
H: -1.69 1.19 -1.00
H: -2.18 -0.10 -1.95
H: -1.21 1.46 0.72
H: -1.06 3.05 0.78
O: -0.58 2.22 0.76
H: 2.29 -0.51 -1.36
H: 3.59 -1.26 -1.41
O: 2.65 -1.41 -1.55
H: 2.45 1.93 -0.54
H: 1.20 1.18 -0.20
O: 2.11 1.03 -0.46

For the energy above the lowest of the compared OMol25 structures with the same formula, charge and spin, the calculation gives 1.3083 eV. The molar mass is 114.14 g mol⁻¹. The structure (SMILES) is CNCN.O.O.O. The HOMO energy comes out at -0.3572 Eh. Its spin multiplicity is 1. The HOMO-LUMO gap comes out at 10.42 eV.

***

# 6
This record from the Open Molecules 2025 dataset describes C10H9NS2 in the gas phase in a non-equilibrium geometry. The level of theory is wB97M-V/def2-TZVPD.

Positions of all 22 atoms, in Å:
C: 2.82 2.24 0.00
C: 1.89 2.07 1.10
C: 2.59 1.49 -1.10
C: 0.85 1.22 1.01
C: 1.57 0.55 -1.17
C: -2.41 -1.74 -0.29
C: 0.64 0.39 -0.15
C: -0.62 -0.27 -0.27
C: -4.36 0.10 0.65
C: -0.30 -2.63 0.35
N: -1.04 -1.44 -0.06
S: -5.56 1.19 0.73
S: -3.37 -0.28 -0.70
H: 3.62 2.96 -0.04
H: 1.93 2.58 2.00
H: 3.19 1.64 -1.95
H: 0.30 1.08 1.94
H: 1.47 0.09 -2.20
H: -2.47 -2.48 -1.09
H: -0.68 -3.41 -0.44
H: 0.71 -2.47 0.38
H: -0.77 -2.88 1.31

For the energy above the lowest of the compared OMol25 structures with the same formula, charge and spin, the calculation gives 7.0027 eV. The molar mass is 207.32 g mol⁻¹. The HOMO energy (alpha / beta) comes out at -0.2706 / -0.2604 Eh. Its spin multiplicity is 1. The HOMO-LUMO gap (alpha / beta) comes out at 6.50 / 5.43 eV.

***

# 7
This record from the Open Molecules 2025 dataset describes C5H4O2 as an isolated structure in a non-equilibrium geometry. The level of theory is wB97M-V/def2-TZVPD.

Positions of all 11 atoms, in Å:
O: -0.22 2.80 -0.24
C: 0.33 1.82 -0.01
C: -1.51 -0.69 -0.20
C: -0.28 -1.22 -0.27
C: 0.96 -0.62 0.23
C: 1.14 0.71 0.33
O: 2.02 1.60 0.72
H: -1.72 0.24 0.32
H: -2.36 -1.20 -0.65
H: -0.16 -2.19 -0.74
H: 1.80 -1.25 0.49

For the energy above the lowest of the compared OMol25 structures with the same formula, charge and spin, the calculation gives 2.7948 eV. The molar mass is 96.08 g mol⁻¹. The HOMO energy (alpha / beta) comes out at -0.3144 / -0.3144 Eh. Its spin multiplicity is 1. The HOMO-LUMO gap (alpha / beta) comes out at 7.88 / 7.88 eV.

***

# 8
This record from the Open Molecules 2025 dataset describes C43H53AsAuO2S2SbSe4Si3 as an isolated structure in a non-equilibrium geometry. The level of theory is wB97M-V/def2-TZVPD.

Positions of all 110 atoms, in Å:
Au: -1.09 -0.77 -1.67
C: 5.41 -5.34 0.16
C: 4.58 -4.09 -0.02
C: 4.12 -3.63 -1.21
C: 3.21 -2.57 -1.33
C: 2.74 -2.00 -0.12
C: 3.08 -2.52 1.09
C: 3.97 -3.53 1.10
S: 1.56 -0.62 -0.11
O: 1.03 -0.72 -1.58
C: 2.55 0.86 0.02
C: 3.57 1.14 -0.90
C: 4.42 2.18 -0.72
C: 4.30 2.97 0.44
C: 5.22 3.97 0.72
C: 5.00 4.82 1.78
C: 3.92 4.56 2.71
C: 3.05 3.53 2.44
C: 3.20 2.77 1.31
C: 2.34 1.64 1.12
C: 1.21 1.47 2.07
C: 1.43 0.83 3.34
C: 2.70 0.21 3.61
C: 2.94 -0.43 4.82
C: 1.89 -0.55 5.77
C: 0.64 0.06 5.51
C: 0.35 0.71 4.36
C: -0.91 1.15 3.93
C: -1.10 1.76 2.74
C: -0.03 1.98 1.83
S: -0.54 2.79 0.33
O: -1.93 3.22 0.55
C: 0.47 4.32 0.54
C: 1.41 4.64 -0.48
C: 2.05 5.89 -0.48
C: 1.81 6.74 0.62
C: 2.43 8.14 0.50
C: 0.93 6.39 1.59
C: 0.19 5.22 1.57
H: 6.37 -5.26 -0.32
H: 4.93 -6.11 -0.42
H: 5.33 -5.57 1.20
H: 4.39 -4.17 -2.10
H: 2.86 -2.33 -2.26
H: 2.64 -2.18 2.03
H: 4.33 -3.83 2.09
H: 3.88 0.34 -1.61
H: 5.27 2.32 -1.32
H: 6.09 4.07 0.17
H: 5.77 5.52 2.02
H: 3.79 5.16 3.60
H: 2.21 3.41 3.16
H: 3.59 0.40 3.00
H: 3.89 -0.81 5.08
H: 1.93 -1.08 6.74
H: -0.13 -0.15 6.24
H: -1.77 0.94 4.57
H: -2.09 2.06 2.55
H: 1.58 3.89 -1.23
H: 2.75 6.16 -1.24
H: 3.50 8.06 0.75
H: 1.93 8.89 1.18
H: 2.31 8.53 -0.58
H: 0.74 6.96 2.46
H: -0.68 4.93 2.19
C: -4.05 0.75 1.00
Si: -4.81 0.26 -0.67
C: -4.96 1.47 -2.00
C: -6.42 -0.53 -0.49
As: -3.42 -1.41 -1.68
Si: -3.49 -3.55 -0.52
C: -2.99 -4.87 -1.72
C: -2.06 -3.20 0.67
C: -5.15 -3.85 0.27
Si: -3.81 -1.72 -4.07
C: -2.59 -2.90 -4.76
C: -3.33 -0.10 -4.79
C: -5.62 -2.18 -4.47
H: -4.73 1.45 1.51
H: -3.04 1.20 0.83
H: -3.97 -0.13 1.72
H: -5.90 2.20 -2.03
H: -5.09 0.91 -2.93
H: -4.11 2.08 -2.14
H: -7.19 0.25 -0.44
H: -6.53 -1.21 0.35
H: -6.41 -1.08 -1.46
H: -1.94 -4.86 -1.64
H: -3.37 -4.66 -2.69
H: -3.45 -5.80 -1.48
H: -1.13 -3.28 0.12
H: -1.96 -3.75 1.60
H: -2.07 -2.17 1.08
H: -5.89 -3.66 -0.51
H: -5.43 -3.23 1.18
H: -5.17 -4.94 0.45
H: -2.63 -3.05 -5.88
H: -2.60 -3.89 -4.31
H: -1.57 -2.59 -4.55
H: -2.32 0.01 -4.42
H: -3.87 0.84 -4.59
H: -3.31 -0.24 -5.95
H: -5.68 -2.23 -5.55
H: -6.21 -1.33 -4.07
H: -5.80 -3.15 -4.02
Se: 3.54 -7.10 -2.87
Sb: 1.59 -5.96 -2.13
Se: -0.46 -6.40 -3.90
Se: 0.74 -5.31 -0.05
Se: 1.08 -4.44 -3.89

For the energy above the lowest of the compared OMol25 structures with the same formula, charge and spin, the calculation gives 0.3814 eV. The molar mass is 1459.78 g mol⁻¹. The HOMO energy comes out at -0.2477 Eh. Its spin multiplicity is 1. The HOMO-LUMO gap comes out at 6.12 eV.

***

Question: Number 2 is which compound?
Answer: C43H32BrN2O4PtS2Te

***

Question: Look up the spin multiplicity of the third one.
Answer: 1